P | Here is a molecular structure, C2H11N5 from the Open Molecules 2025 dataset. Energies are from ωB97M-V/def2-TZVPD.

Atoms and positions in Å:
C: 1.11000 1.84299 -0.26454
C: -1.56395 -0.70737 0.84009
N: -0.33750 -0.85282 0.07179
N: -0.39986 -0.09855 -1.13505
N: -0.11262 -2.25852 -0.12278
N: 1.85790 1.03150 -0.97036
N: 0.99119 1.84354 1.07552
H: -1.21106 -0.41395 -1.68810
H: 0.51737 2.56903 -0.80472
H: 0.80785 -2.35148 -0.54143
H: -0.78027 -2.62076 -0.81384
H: 2.42065 0.40529 -0.40016
H: 0.26564 2.40767 1.48909
H: 1.17768 0.97002 1.55175
H: 0.88815 0.23376 -1.40503
H: -1.72476 0.35054 1.04197
H: -2.44077 -1.09933 0.29695
H: -1.46565 -1.25158 1.77884

Results
net charge = 0
molecular weight = 105.1 g/mol

Results of the Löwdin charge analysis, in e, for atoms 1 through 8: -0.317, -0.137, -0.422, -0.099, -0.001, 0.012, 0.122, 0.036

Q | Here is 2 unconnected molecules or ions with the total composition C2H11N5 from the Open Molecules 2025 dataset. Energies are from ωB97M-V/def2-TZVPD.

Atoms and positions in Å:
C: 1.46873 -1.66051 -0.34903
N: 1.64230 -0.22832 -0.43850
H: 2.31813 0.10032 -1.11450
H: -0.57876 0.42197 -0.64716
H: 0.55837 -1.85488 0.21826
H: 2.30724 -2.15985 0.14847
H: 1.34122 -2.07638 -1.34850
N: -1.58315 0.15432 -0.44868
N: -1.64420 -0.77663 0.61035
N: -2.49647 1.23303 -0.26467
C: 1.32236 0.62800 0.58550
N: 1.55212 1.87133 0.65988
H: -2.51196 -1.29784 0.51093
H: -1.68107 -0.31138 1.52242
H: -2.82558 1.54192 -1.17239
H: -2.07805 2.01903 0.23650
H: 2.14669 2.23080 -0.08624
H: 0.74207 0.16508 1.37737

Results
net charge = 0
SMILES = [H]/N=C\NC.NNN
molecular weight = 105.1 g/mol

Results of the Löwdin charge analysis, in e, for atoms 1 through 8: -0.110, -0.080, 0.128, 0.086, 0.054, 0.077, 0.082, -0.239

Best to worst by energy: Q, P.

P | Here is C11H13N3S in the gas phase from the Open Molecules 2025 dataset. Energies are from ωB97M-V/def2-TZVPD.

Atoms and positions in Å:
C: -2.78742 1.57946 -2.01827
C: -1.73875 1.85375 -1.00337
N: -1.13127 3.02055 -0.89544
N: -0.27410 2.90430 0.12327
C: -0.30805 1.68328 0.70233
C: -1.24711 0.96471 -0.01849
S: -1.74250 -0.71381 0.23219
C: -0.12806 -1.47348 0.35959
C: 0.18300 -2.16963 1.51407
C: 1.42253 -2.76380 1.66541
C: 2.35747 -2.64893 0.64907
C: 2.04877 -1.96606 -0.50945
C: 0.79434 -1.37729 -0.69213
N: 0.47496 -0.78624 -1.88517
H: 1.23034 -0.53104 -2.49682
H: -0.34011 -0.19713 -1.91551
H: 2.77451 -1.88949 -1.30695
H: 3.33428 -3.09654 0.75859
H: 1.65790 -3.30341 2.56946
H: -0.55845 -2.23745 2.29627
C: 0.55000 1.30642 1.85150
H: -0.00788 0.67504 2.53963
H: 0.88947 2.19604 2.37800
H: 1.42241 0.74272 1.51693
H: 0.29982 3.69002 0.38479
H: -2.79456 0.52212 -2.27687
H: -3.76809 1.83364 -1.61724
H: -2.61345 2.18226 -2.90539

Results
net charge = 0
SMILES = Cc1n[nH]c(C)c1Sc1ccccc1N
molecular weight = 219.3 g/mol

Results of the Löwdin charge analysis, in e, for atoms 1 through 8: -0.043, -0.390, 0.072, 0.019, -0.297, -0.474, 1.006, -0.482

Q | Here is C11H13N3S in the gas phase from the Open Molecules 2025 dataset. Energies are from ωB97M-V/def2-TZVPD.

Atoms and positions in Å:
C: 0.90656 -2.91341 -1.59039
C: 0.18315 -2.02274 -0.87141
C: 0.87731 -0.84578 2.88149
C: -0.51746 -0.65062 2.91140
C: 1.79987 -2.34336 -2.41742
C: 0.52499 -0.72537 -1.10365
C: 1.32131 -0.19802 1.71705
C: -1.90007 2.04572 0.37586
C: -1.81760 2.45569 -0.96054
C: -1.33271 1.02847 -0.56706
C: 0.10523 0.50807 -0.41240
N: -0.93835 0.01639 1.87047
N: 0.21758 0.23714 1.14759
N: 2.59352 0.14798 1.27765
S: 1.79957 -0.63433 -2.24162
H: 0.72955 -4.02584 -1.52699
H: -0.44172 -2.32039 -0.01917
H: 1.37155 -1.07771 3.78117
H: -1.22740 -0.78654 3.79115
H: 2.36937 -2.84469 -3.07948
H: -1.33132 2.29976 1.26118
H: -2.88397 1.80846 0.72179
H: -2.75009 2.37515 -1.62873
H: -1.20276 3.27313 -1.45280
H: -2.08309 0.27296 -0.87270
H: 0.87351 1.27966 -0.62958
H: 3.21153 -0.64019 1.40639
H: 2.59858 0.29027 0.26293

Results
net charge = 0
SMILES = Nc1ccnn1[C@@H](c1cccs1)C1CC1
molecular weight = 219.3 g/mol

Results of the Löwdin charge analysis, in e, for atoms 1 through 8: -0.205, -0.139, -0.037, -0.179, -0.386, -0.522, -0.374, -0.205

Best to worst by energy: P, Q.

P | Here is C7H7N in the gas phase from the Open Molecules 2025 dataset. Energies are from ωB97M-V/def2-TZVPD.

Atoms and positions in Å:
C: 2.01066 0.66868 0.19280
C: 0.34644 -0.59854 -0.18742
C: -0.73499 -1.40064 -0.03327
C: -1.88548 -0.68178 0.08333
C: -1.81915 0.79512 -0.05688
C: -0.52285 1.48674 -0.10316
C: 0.55549 0.74780 -0.16947
H: 2.44681 0.72679 1.08734
H: 2.78528 0.90169 -0.57409
H: 1.64990 -1.49819 0.81049
H: -0.72565 -2.37027 0.11046
H: -2.75353 -1.38325 0.31626
H: -2.68873 1.46923 0.47616
H: -0.68816 2.59365 0.27313
N: 1.75334 -0.93485 -0.12218

Results
net charge = 0
SMILES = c1ccc2c(c1)CN2
molecular weight = 105.1 g/mol

Results of the Löwdin charge analysis, in e, for atoms 1 through 8: 0.004, -0.295, -0.056, -0.079, -0.072, -0.071, -0.246, 0.056

Q | Here is 2 unconnected molecules or ions with the total composition C7H7N from the Open Molecules 2025 dataset. Energies are from ωB97M-V/def2-TZVPD.

Atoms and positions in Å:
C: -0.22354 1.23948 0.60908
C: -1.38179 1.10152 -0.22353
C: -1.94048 -0.05879 -0.48576
C: -1.37705 -1.22506 0.05076
C: -0.22445 -1.00563 0.69359
C: 2.11207 -0.21329 -0.72046
C: 3.18564 -0.04085 -0.17113
H: 0.42899 2.17339 0.79325
H: -1.77243 2.01969 -0.60171
H: -2.94437 0.11501 -1.10853
H: -1.99674 -2.21570 0.02002
H: 0.26730 -1.89058 1.11615
H: 1.40300 -0.52315 -1.43540
H: 4.07537 0.36262 0.34534
N: 0.38846 0.16135 1.11834

Results
net charge = 0
SMILES = c1ccncc1.C#C
molecular weight = 105.1 g/mol

Results of the Löwdin charge analysis, in e, for atoms 1 through 8: -0.138, -0.124, -0.130, -0.094, -0.220, -0.046, 0.011, 0.136

Best to worst by energy: Q, P.

P | Here is 2 unconnected molecules or ions with the total composition CH6OP2 from the Open Molecules 2025 dataset. Energies are from ωB97M-V/def2-TZVPD.

Atoms and positions in Å:
C: 0.57804 1.18347 -0.42852
O: 1.01193 -1.65586 0.82166
P: -1.84806 -0.49038 -0.09207
P: 0.00892 -0.43306 -1.05594
H: 1.76849 1.22033 -0.49359
H: 0.47467 0.90757 0.69544
H: 0.20401 2.18696 -0.72332
H: 0.48788 -2.13352 1.41912
H: -2.12025 0.67094 -0.79561
H: -2.46627 -1.39832 -0.97208

Results
net charge = 0
molecular weight = 96.0 g/mol

Results of the Löwdin charge analysis, in e, for atoms 1 through 8: -0.469, -0.411, 0.494, 0.654, 0.075, 0.034, 0.039, -0.108

Q | Here is CH6OP2 in the gas phase from the Open Molecules 2025 dataset. Energies are from ωB97M-V/def2-TZVPD.

Atoms and positions in Å:
C: 0.57696 0.85458 1.28650
O: -0.35984 1.83237 1.41954
P: -0.52349 -2.02683 -1.46330
P: 0.46347 -0.26160 -0.15309
H: 0.51393 0.12321 2.07804
H: -0.53200 2.29521 0.57686
H: -1.13987 -0.92746 -2.03227
H: -1.67490 -1.87759 -0.63199
H: 1.94281 -0.68989 0.07461
H: 0.73293 0.67800 -1.15490

Results
net charge = 0
SMILES = OC=[PH2]P
molecular weight = 96.0 g/mol

Results of the Löwdin charge analysis, in e, for atoms 1 through 8: -0.487, -0.134, 0.446, 0.567, 0.007, 0.091, -0.237, -0.194

Best to worst by energy: P, Q.

P | Here is 2 unconnected molecules or ions with the total composition C2H9N2S from the Open Molecules 2025 dataset. Energies are from ωB97M-V/def2-TZVPD.

Atoms and positions in Å:
C: -1.58636 2.19877 1.84092
S: -0.04801 1.79773 1.04738
H: -1.54698 2.08542 2.92330
H: -2.49391 1.58060 1.61515
H: -1.89901 3.25545 1.67677
N: -0.24726 -1.33124 -1.67411
C: 1.07209 -1.78119 -1.15514
N: 1.67229 -0.97452 -0.12056
H: -0.12384 -0.41402 -2.09228
H: -0.76527 -1.14304 -0.80017
H: 1.60217 -1.88218 -2.10254
H: 1.02637 -2.81318 -0.81291
H: 2.31672 -0.31776 -0.57873
H: 1.02101 -0.26085 0.23293

Results
net charge = -1
molecular weight = 93.2 g/mol

Results of the Löwdin charge analysis, in e, for atoms 1 through 8: -0.811, 0.104, -0.032, -0.005, -0.015, -0.030, -0.412, -0.028

Q | Here is 2 unconnected molecules or ions with the total composition C2H9N2S from the Open Molecules 2025 dataset. Energies are from ωB97M-V/def2-TZVPD.

Atoms and positions in Å:
N: 1.66773 1.23100 -2.37566
H: 1.00580 0.91332 -1.66592
H: 1.34699 1.05465 -3.32299
H: 2.50269 0.67170 -2.33825
C: 0.00675 -0.23250 1.19351
C: -1.17365 -1.22154 1.39576
S: -1.77620 -1.97479 -0.15322
N: -0.20524 0.79863 0.15777
H: 0.89659 -0.80998 0.92911
H: 0.19203 0.31296 2.12764
H: -1.99139 -0.63965 1.85058
H: -0.88719 -1.94324 2.16823
H: -0.77707 1.54029 0.54715
H: -0.80784 0.29914 -0.51371

Results
net charge = -1
molecular weight = 93.2 g/mol

Results of the Löwdin charge analysis, in e, for atoms 1 through 8: 0.001, -0.036, -0.010, -0.019, -0.401, -0.793, 0.082, -0.067

Best to worst by energy: Q, P.

P | Here is 2 unconnected molecules or ions with the total composition H4OS2 from the Open Molecules 2025 dataset. Energies are from ωB97M-V/def2-TZVPD.

Atoms and positions in Å:
S: -0.78535 -1.37145 0.49461
S: -0.85158 0.38231 1.63458
H: -0.29843 -0.95320 -0.67841
H: -2.14820 0.65044 1.45499
H: 1.94406 -0.08135 -0.84220
H: 0.91345 1.02027 -0.73418
O: 1.22604 0.35297 -1.32940

Results
net charge = 0
SMILES = SS.O
molecular weight = 84.2 g/mol

Atom-resolved charges from Löwdin, all expressed in e: 0.250, 0.238, -0.227, -0.214, 0.054, -0.004, -0.097

Q | Here is 2 unconnected molecules or ions with the total composition H4OS2 from the Open Molecules 2025 dataset. Energies are from ωB97M-V/def2-TZVPD.

Atoms and positions in Å:
O: -0.95827 0.64306 -1.39397
H: -0.60198 0.43409 -2.28708
H: -1.83095 1.06339 -1.56717
S: 1.28926 0.29838 1.92253
S: 1.39762 -1.34710 0.59880
H: 0.39275 -0.04517 2.87161
H: 0.31160 -1.04667 -0.14470

Results
net charge = 0
SMILES = SS.O
molecular weight = 84.2 g/mol

Atom-resolved charges from Löwdin, all expressed in e: -0.100, 0.053, 0.053, 0.212, 0.233, -0.212, -0.240

Best to worst by energy: P, Q.

P | Here is 3 unconnected molecules or ions with the total composition C4H17N2O2 from the Open Molecules 2025 dataset. Energies are from ωB97M-V/def2-TZVPD.

Atoms and positions in Å:
C: -0.91362 -1.39869 0.63412
N: 0.53262 -0.99296 0.36464
C: 1.45134 -2.17992 0.16197
C: -1.94902 -0.27670 0.22732
N: -1.09891 0.90724 0.28011
C: -1.70894 2.11049 -0.34149
H: -1.18737 -2.23001 0.05279
H: -1.12753 -1.89320 1.67741
H: 0.52776 -0.70788 -0.53133
H: 2.60010 -1.82992 -0.00515
H: 1.06626 -2.92664 0.84643
H: 1.09960 -2.67962 -0.85164
H: -2.35068 -0.52846 -0.72095
H: -2.91723 -0.27476 0.80425
H: 0.77588 -0.15058 1.04344
H: -0.86133 1.21466 1.18094
H: -2.51817 1.80580 -1.09668
H: -2.51876 2.68492 0.38129
H: -0.92334 2.79278 -0.70008
H: 2.72014 1.32142 1.75436
H: 2.09363 2.07694 0.79695
O: 1.95260 1.23630 1.26170
H: 1.98418 0.18673 -2.53296
H: 0.70611 1.08742 -2.03556
O: 0.98692 0.15363 -2.34524

Results
net charge = +1
molecular weight = 125.2 g/mol

Results of the Löwdin charge analysis, in e, for atoms 1 through 8: -0.109, -0.043, -0.008, -0.182, -0.157, -0.114, 0.092, 0.166

Q | Here is 3 unconnected molecules or ions with the total composition C4H17N2O2 from the Open Molecules 2025 dataset. Energies are from ωB97M-V/def2-TZVPD.

Atoms and positions in Å:
C: 1.88567 -0.67217 1.03652
C: 1.52331 -1.57058 -0.10291
C: 0.36750 -0.98788 -0.95033
C: -1.93620 -0.66528 -1.43605
N: -0.97966 -1.34102 -0.51063
N: 0.67694 -0.44494 1.91231
H: 2.22289 0.30707 0.75136
H: 2.63197 -1.04880 1.73142
H: 2.40405 -1.71467 -0.72751
H: 1.32265 -2.57429 0.17525
H: 0.58608 -1.31179 -1.97514
H: 0.51945 0.08043 -0.94100
H: -1.65092 0.24916 -1.93134
H: -2.88859 -0.55389 -0.93450
H: -2.18954 -1.34739 -2.25887
H: -1.09964 -2.32048 -0.72638
H: -0.15477 -0.23306 1.34353
H: 0.37126 -1.28281 2.41804
H: 0.76170 0.29373 2.60059
H: 0.29889 2.27182 0.06119
H: 0.18369 2.96432 1.35888
O: 0.55814 2.14980 0.98761
H: -2.47052 2.58188 -0.71598
H: -1.61463 3.01516 -1.82729
O: -1.53545 2.56134 -0.97430

Results
net charge = +1
molecular weight = 125.2 g/mol

Results of the Löwdin charge analysis, in e, for atoms 1 through 8: -0.145, -0.158, -0.249, -0.110, -0.102, 0.171, 0.115, 0.133

Best to worst by energy: Q, P.

P | Here is C3H4Cl2O in the gas phase from the Open Molecules 2025 dataset. Energies are from ωB97M-V/def2-TZVPD.

Atoms and positions in Å:
C: 0.23782 0.73619 0.03248
C: 1.00199 -0.60090 0.16173
C: -1.72818 -0.41862 0.06451
O: -1.13084 0.61746 -0.45984
Cl: 2.56213 -0.43991 -0.67247
Cl: -3.43752 -0.33336 -0.50835
H: 0.13100 1.10963 0.94941
H: 0.82493 1.46451 -0.64260
H: 0.32196 -1.40675 -0.17546
H: 1.21672 -0.72827 1.25059

Results
net charge = 0
molecular weight = 127.0 g/mol

Results of the Löwdin charge analysis, in e, for atoms 1 through 8: -0.235, -0.583, -0.434, -0.190, 0.563, 0.522, 0.065, 0.137

Q | Here is 2 unconnected molecules or ions with the total composition C3H4Cl2O from the Open Molecules 2025 dataset. Energies are from ωB97M-V/def2-TZVPD.

Atoms and positions in Å:
C: -0.10456 0.87185 -1.32617
C: 0.14492 -1.17504 0.02910
C: -0.66932 -0.08491 -0.66952
O: 0.25760 1.80137 -1.89869
Cl: -2.37819 -0.00260 -0.42633
Cl: 1.37572 1.50628 1.44684
H: 0.48231 1.56115 2.56147
H: 1.16607 -1.22646 -0.46212
H: -0.31126 -2.13678 -0.32542
H: 0.03671 -1.11485 1.07083

Results
net charge = 0
SMILES = CC(Cl)=C=O.Cl
molecular weight = 127.0 g/mol

Results of the Löwdin charge analysis, in e, for atoms 1 through 8: -0.322, -0.146, -0.782, 0.186, 0.668, 0.269, -0.088, 0.105

R | Here is 2 unconnected molecules or ions with the total composition C3H4Cl2O from the Open Molecules 2025 dataset. Energies are from ωB97M-V/def2-TZVPD.

Atoms and positions in Å:
C: -1.52418 -0.46529 -0.42916
C: -0.50005 -0.59762 0.36514
C: 1.69740 1.06499 0.24450
O: 0.32597 -1.66648 0.38650
Cl: 1.87854 1.04348 -1.41558
Cl: 1.28991 2.59238 0.97172
H: -1.62400 -1.31986 -1.00453
H: -2.28392 0.33127 -0.42197
H: -0.44069 0.25328 1.09232
H: 1.18101 -1.23617 0.21106

Results
net charge = 0
molecular weight = 127.0 g/mol

Results of the Löwdin charge analysis, in e, for atoms 1 through 8: 0.019, -0.407, -1.007, -0.011, 0.613, 0.526, 0.041, 0.077

Best to worst by energy: Q, P, R.